# C27H25BrN4O2OsSTe

A structure of composition C27H25BrN4O2OsSTe (ωB97M-V/def2-TZVPD, the Open Molecules 2025 dataset).

Structure (ORCA input):
```
! wB97M-V def2-TZVPD RIJCOSX def2/J DEFGRID3
* xyz 1 6
Os -0.3190 -0.1152 0.5298
Te 1.3730 -2.2410 0.1402
Br 2.5248 6.6702 1.6986
S -0.9537 1.2662 -2.2791
O 1.3847 0.8617 0.5495
O 0.0708 -0.8434 2.5684
N -0.4496 0.8533 3.9909
N 0.7233 -1.0005 4.7037
N -2.1952 -1.0098 0.6863
N -1.3924 1.4438 1.1989
C -5.0212 1.6808 2.0495
C -2.5263 -2.2636 0.4191
C 2.5999 -1.8555 -4.5513
C -4.4877 -0.5421 1.3212
C 0.8384 4.4130 1.4208
C 3.4929 -1.5074 -3.5463
C 3.1721 3.9761 1.0540
C 2.9826 -1.7491 -6.0032
C 0.9519 -2.4104 -2.8578
C 1.3342 -2.3061 -4.1882
C -4.8017 -1.8817 1.0244
C -0.4126 -2.9281 -2.4823
C 3.1563 -1.6041 -2.1999
C -0.5098 0.0185 -1.4679
C -5.4317 0.4049 1.7890
C -3.8276 -2.7378 0.5777
C -0.8733 2.7211 1.2959
C -3.1523 -0.1400 1.1368
C 1.5572 2.1767 0.8572
C -3.6832 2.0885 1.8661
C 2.8572 2.6466 0.8019
C -2.7365 1.1924 1.4072
C 1.8820 -2.0601 -1.8847
C 4.1355 -1.2017 -1.1303
C 0.1087 -0.3314 3.7165
C 0.5039 3.0633 1.1854
C 2.1418 4.8531 1.3602
H 0.0474 5.1123 1.6601
H -1.7317 -2.9072 0.0677
H 5.0699 -0.8531 -1.5676
H 3.6357 1.9407 0.5410
H 0.7716 -0.6538 5.6441
H 1.1501 -1.8826 4.4855
H -3.4175 3.1111 2.0871
H 2.9670 -2.7303 -6.4799
H -0.3616 -3.9676 -2.1485
H 3.9808 -1.3316 -6.1218
H -1.0954 -2.8837 -3.3288
H -0.8509 1.3753 3.2234
H -6.4613 0.1057 1.9308
H -0.3744 1.2868 4.8930
H -1.5721 3.5344 1.4298
H 4.4792 -1.1441 -3.8136
H 4.1941 4.3228 1.0037
H -0.8485 -2.3209 -1.6763
H 4.3721 -2.0433 -0.4713
H 2.2804 -1.1133 -6.5440
H -4.0463 -3.7696 0.3434
H 3.7295 -0.3945 -0.5137
H 0.6228 -2.5788 -4.9605
H -5.8211 -2.2250 1.1517
H -5.7373 2.4093 2.4064
*
```

Summary:
E_HOMO (spin up / spin down): -8.556 / -10.535 eV
⟨S²⟩: 8.8157
frontier orbital gap (spin up / spin down): 5.46 / 5.47 eV


# C27H25CdCl5N2P

A structure of composition C27H25CdCl5N2P (ωB97M-V/def2-TZVPD, the Open Molecules 2025 dataset).

Structure (ORCA input):
```
! wB97M-V def2-TZVPD RIJCOSX def2/J DEFGRID3
* xyz 1 1
Cd -0.1122 1.2132 -0.1741
Cl -3.9245 3.7046 -3.6029
Cl -5.9053 1.0889 0.7773
Cl -2.9407 0.2434 1.5277
Cl -1.0752 2.7938 -2.8187
Cl -6.3773 2.6516 -1.8843
P 0.6964 -1.2765 -0.1283
N -0.6428 3.7560 0.2722
N 1.7097 2.0093 1.3089
C 1.2554 -1.7955 1.4847
C 2.5922 -2.1630 1.6234
C -2.4151 2.3036 -1.8310
C -4.5804 1.6489 -0.1625
C 2.6612 -1.1320 -2.1407
C -3.2549 1.2820 0.1463
C -2.8163 -3.0450 0.5615
C 2.4863 -3.8415 -2.6819
C 3.1532 -2.2771 2.8834
C -0.8744 -2.1440 -0.3913
C 2.3029 3.2618 0.8866
C 2.4303 -2.0496 4.0458
C -3.7239 2.6902 -2.1965
C 1.0480 -1.7488 3.9118
C 0.4594 -1.6941 2.6840
C -2.8456 -2.3236 -1.7300
C -4.8050 2.3558 -1.3629
C -2.2125 1.6514 -0.6645
C 3.4792 -1.6814 -3.0997
C -3.5639 -2.7208 -0.6030
C 1.8475 -1.9746 -1.3204
C 1.5390 4.5046 1.3556
C 1.7616 -3.3239 -1.6236
C -1.4518 -2.8675 0.6051
C 0.3486 4.8889 0.4643
C 3.3707 -3.0435 -3.3918
C -1.5381 -2.0325 -1.6379
H 4.1876 -2.7158 2.9641
H 2.9387 -2.0860 5.0384
H 3.3215 3.3360 1.2478
H 2.2405 -4.8755 -2.9883
H -0.8116 -3.3520 1.3582
H 1.1267 2.0591 2.1302
H -4.6337 -2.6585 -0.4613
H -3.3148 -3.5409 1.4103
H 4.1395 -1.0610 -3.7296
H 1.0412 -3.9768 -1.0803
H -1.0721 3.5987 1.2125
H -1.3674 4.1452 -0.3454
H -0.9711 -1.8187 -2.5332
H -0.1800 5.7079 0.9051
H 0.4264 -1.5634 4.7872
H 2.4037 3.3776 -0.2279
H 1.1677 4.4106 2.3760
H -3.3570 -2.2878 -2.7175
H 2.2824 5.3191 1.3523
H 2.3462 1.2190 1.4886
H 2.7534 -0.0690 -1.8997
H 3.2438 -2.3178 0.7367
H -0.6117 -1.5155 2.6332
H 3.8934 -3.4400 -4.2270
H 0.7251 5.1922 -0.5231
*
```

Summary:
E_HOMO: -11.219 eV
frontier orbital gap: 8.43 eV


# C27H25Cl2F5N4O2S2

A cluster of 3 separate species, C27H25Cl2F5N4O2S2 in total (ωB97M-V/def2-TZVPD, the Open Molecules 2025 dataset).

Structure (ORCA input):
```
! wB97M-V def2-TZVPD RIJCOSX def2/J DEFGRID3
* xyz 0 1
Cl -3.6040 4.0238 1.6094
Cl -2.0201 3.4755 4.5550
S 2.3388 1.4165 0.7571
S -1.1405 1.4992 -0.2858
F 2.4071 0.3676 4.7635
F 4.3285 1.4078 2.5395
F 0.7402 1.4129 3.4807
F 2.7333 2.5908 4.1080
F 3.1335 -0.6054 2.5189
O 3.5845 1.7664 -0.0708
O 1.5713 2.7012 0.9320
N -0.5049 -3.6006 -2.3973
N -4.4815 1.4226 -2.6371
N -2.1584 -1.0835 -1.8265
N 6.0755 -4.6577 -2.1986
C -4.5988 4.7872 -4.3210
C -5.2462 -1.1421 0.7756
C -3.6645 1.0585 1.3832
C 7.5873 -3.1265 0.5990
C 2.3497 -1.2553 -0.4446
C -0.7156 -1.1766 -1.3940
C -4.9453 3.9907 -1.9273
C 1.6652 -2.4884 -1.1787
C -4.9411 0.1520 1.6612
C 7.8108 -3.0321 -0.9119
C -4.3249 -1.5937 -0.4397
C 0.1410 -2.4702 -1.6831
C 1.4804 0.0640 -0.1475
C -3.0454 -0.6785 -0.7024
C -0.0125 0.0328 -0.6325
C 2.1498 1.3237 3.6952
C -2.7322 0.6150 0.1954
C -4.6868 2.5592 -2.3218
C -2.1952 0.5711 3.9990
C 2.9237 -5.0771 -1.1508
C 6.1827 -2.7044 1.0182
C 2.4858 -3.8591 -1.4512
C -5.5316 4.7579 -3.1146
C 6.8443 -3.9388 -1.6290
C -2.5455 2.0879 3.4848
C 3.0014 0.8214 2.4150
C -3.2399 2.3446 2.2328
H -4.5310 -2.5074 -1.1026
H 3.4563 -1.2737 -0.0928
H -5.6485 0.4116 2.5384
H -4.4089 3.7826 -4.7086
H -1.6905 0.0218 3.1026
H -0.7795 -3.2200 -3.3344
H -6.1622 -1.8175 1.0039
H 3.2159 -6.1821 -0.9500
H -5.0452 5.3685 -5.1322
H -1.4241 -3.7629 -1.9270
H -5.6434 4.0100 -1.0859
H 5.4190 -3.3569 0.5851
H -3.6382 5.2445 -4.0630
H -4.0068 4.4477 -1.5998
H 8.3169 -2.4895 1.1085
H 6.0778 -2.7600 2.1051
H 5.9735 -1.6753 0.7080
H -1.4040 0.6460 4.8530
H -3.1516 0.0418 4.3522
H -2.1577 -0.2937 -2.5167
H 8.8329 -3.3310 -1.1604
H 7.6640 -2.0050 -1.2585
H -5.7451 5.7857 -2.8053
H 7.7649 -4.1531 0.9371
H -6.4840 4.3073 -3.4139
*
```

Summary:
E_HOMO: -8.566 eV
structure (SMILES): C#Cc1cc(S(=O)(=O)C(F)(F)C(F)(F)F)c2c(c1N)Nc1cccc(/C(Cl)=C(\C)Cl)c1S2.CCCC#N.CCCC#N
frontier orbital gap: 7.43 eV


One value per record, in order, for DFT total energy: -129091.5077 -107843.9384 -98744.3064 eV.